DFT (ωB97M-V/def2-TZVPD) results for a structure of composition C18H29AlN2O5P2S in a non-equilibrium geometry.

XYZ file:
```
58
Properties=species:S:1:pos:R:3:forces:R:3
C 1.92607 -3.65729 -0.87399 0.5 -0.8 0.2
C 1.71981 -2.26046 -0.72844 -0.1 0.9 0.3
N 0.83611 -1.82262 0.26605 -0.3 0.3 0.3
C 0.42619 -2.68575 1.21992 -0.1 -2.0 0.0
C 0.78202 -4.03654 1.19574 -0.5 1.1 0.1
C 1.53497 -4.51844 0.10359 -0.2 0.1 0.0
C 2.40858 -1.33610 -1.47709 0.4 0.4 -1.2
P 2.24230 0.38301 -1.21369 -0.8 -0.8 1.2
Al 0.33765 0.09055 0.48904 1.2 0.9 0.2
P -1.54042 -0.80131 1.89388 0.5 1.0 0.8
C -0.52649 -2.25481 2.33123 -0.3 -0.2 0.4
O 0.27987 -3.13396 -5.89168 -0.2 1.1 0.9
O -2.81557 1.23107 -4.66147 0.5 1.0 0.1
H 2.54415 -4.00142 -1.69510 -0.1 0.1 0.0
H 0.35768 -4.70352 1.93430 0.2 0.0 0.0
H 1.76381 -5.58016 0.06509 0.0 0.2 -0.2
C 3.83612 0.98195 -0.53756 -0.1 0.2 -0.4
C 1.91167 1.32423 -2.74272 0.3 0.0 -0.2
H -1.24310 -3.07660 2.51468 0.7 0.1 0.3
H 0.03427 -2.00869 3.25292 -0.2 -0.2 -0.4
H 0.84339 -2.33739 -5.91875 -0.2 -0.6 -0.2
H 3.12401 -1.64601 -2.23164 -0.1 -0.5 0.1
C -1.83878 0.23116 3.35752 -0.2 -0.4 0.5
C -3.17180 -1.45887 1.39222 0.0 0.2 -0.4
H -1.28374 -0.91124 -0.38807 -0.3 0.3 -1.2
H -1.93745 1.63160 -4.78768 -0.6 -0.2 0.1
H -2.69337 0.32470 -4.90349 0.0 -0.9 -0.2
H -0.28853 -2.92200 -5.11796 0.4 -0.5 -0.7
H 1.11648 0.66355 1.78172 -0.1 -0.2 0.0
H -1.49869 -0.18974 -0.45399 -0.2 -0.5 -1.1
H 4.67121 0.89968 -1.24605 -0.2 0.1 0.1
H 3.64728 2.02717 -0.27479 0.4 0.0 0.1
H 4.09256 0.39974 0.35420 -0.3 0.2 -0.1
H 2.62748 1.08651 -3.53431 0.0 0.1 0.1
H 0.90544 1.12037 -3.11867 0.1 -0.1 0.2
H 1.97809 2.39156 -2.50876 0.0 -0.1 -0.1
H -3.70794 -2.04898 2.15655 0.4 0.3 -0.2
H -3.77846 -0.58426 1.10329 0.1 -0.3 0.1
H -3.01732 -2.07320 0.49067 -0.2 0.1 0.3
H -2.56964 -0.24874 4.02743 0.3 0.2 0.0
H -0.88587 0.39474 3.87931 -0.3 -0.1 -0.1
H -2.22891 1.20777 3.03554 0.1 -0.4 0.1
O -3.04095 3.40224 2.79321 -0.2 0.1 -0.9
S -3.11563 3.50379 1.34879 1.1 -1.0 -0.2
O -4.38867 3.67105 0.71265 0.2 0.1 0.2
N -2.28922 2.20631 0.67130 0.0 -0.3 0.3
C -1.14734 2.53719 0.12814 -0.6 -1.6 0.0
O -0.30609 1.63193 -0.32984 -0.9 1.5 0.5
C -0.90565 3.99644 0.07745 0.9 1.1 0.1
C 0.17987 4.75766 -0.39660 -0.5 -0.5 0.1
C 0.20722 6.13589 -0.15987 -0.2 0.2 0.0
C -0.82607 6.78465 0.54293 -0.1 -0.9 -0.1
C -1.90027 6.01888 1.02117 0.3 0.0 -0.3
C -1.90812 4.65179 0.76494 -0.2 1.3 0.3
H 0.95966 4.23793 -0.94772 0.0 0.3 0.1
H 1.04405 6.73546 -0.52552 -0.2 -0.3 0.1
H -0.80026 7.86002 0.71629 0.1 -0.3 -0.1
H -2.72048 6.46345 1.57465 0.1 0.0 0.0
```
Positions in Å, forces in eV/Å.

The HOMO-LUMO gap is 0.2540 Ha. The total charge is 0. As for the HOMO energy: -0.257 Ha. For the LUMO energy, the calculation gives -0.071 eV.

Atomic partial charges in e from the Mulliken method, atoms 1 to 5: number 1, C, carries -1.265; number 2, C, carries 0.862; number 3, N, carries 0.087; number 4, C, carries 0.753; number 5, C, carries -0.911

DFT (ωB97M-V/def2-TZVPD) results for a structure of composition C18H29BrNO4P2Tm in a non-equilibrium geometry.

XYZ file:
```
56
Properties=species:S:1:pos:R:3:forces:R:3
C 1.88225 4.39801 0.28281 0.6 0.3 -0.5
C 1.16890 3.22826 0.55212 -1.1 -0.9 0.8
N 1.36597 2.16131 -0.27906 -0.9 -0.8 0.2
C 2.22390 2.15584 -1.28738 0.6 0.6 -0.3
C 2.94124 3.31133 -1.59661 -0.1 -0.8 -0.2
C 2.75263 4.43284 -0.79731 -0.3 0.3 0.5
C 0.18176 3.12171 1.62346 0.2 0.2 0.1
P -0.55522 1.59921 2.17450 1.6 0.7 -2.0
Tm 0.18936 0.13261 0.20836 2.7 -3.0 3.4
P 1.19481 -0.45172 -2.04161 0.4 1.7 2.0
C 2.51512 0.83483 -2.01644 0.2 -0.1 -0.5
O -1.81351 3.89098 -0.36595 -0.3 0.4 -0.3
O -1.18230 2.61016 -2.65671 -0.3 0.1 0.2
H 1.74059 5.24916 0.92877 0.1 0.2 0.0
H 3.63177 3.28937 -2.42375 0.1 0.2 -0.1
H 3.30200 5.34711 -1.00820 -0.1 -0.1 0.0
C 0.16898 0.91176 3.64154 -0.1 0.0 1.1
C -2.29304 1.72524 2.36372 -1.2 0.4 0.9
H 2.76878 1.01121 -3.06518 0.3 0.3 0.1
H 3.38492 0.35986 -1.53104 -0.3 0.2 -0.1
H -1.17598 3.66163 0.34860 0.3 -0.2 0.4
H 0.14981 3.94293 2.34442 0.2 0.1 -0.3
C 1.92951 -2.04315 -1.91719 0.6 -1.1 -0.6
C 0.18507 -0.26282 -3.42343 -0.6 -0.1 -2.1
H -1.48130 0.71521 -0.40567 0.4 3.1 -3.3
H -2.09088 2.38690 -2.91124 0.3 0.1 0.0
H -1.31072 3.17164 -1.84580 0.0 -0.2 -0.4
H -1.79722 4.85486 -0.39369 -0.1 -0.1 0.0
H 1.67757 -0.35521 1.06210 2.6 0.4 0.7
H -0.86579 1.19356 -0.95310 -4.2 -0.5 0.6
H -0.07409 1.61001 4.43938 0.2 -0.1 0.6
H -0.27288 -0.07215 3.84820 0.1 0.2 0.0
H 1.25396 0.79851 3.54941 -0.3 0.1 -0.2
H -2.44787 2.33717 3.24831 -0.8 0.1 0.2
H -2.75055 2.19794 1.48989 0.2 0.0 0.2
H -2.73316 0.72979 2.51174 0.1 0.3 0.1
H 0.81627 -0.47332 -4.28288 -0.4 0.1 -0.7
H -0.65162 -0.97718 -3.38649 0.3 0.2 0.0
H -0.22792 0.75695 -3.46771 0.3 -0.3 0.1
H 2.49023 -2.18486 -2.83812 0.3 -0.6 -0.1
H 2.58773 -2.14505 -1.04382 -0.3 0.3 -0.2
H 1.14211 -2.80506 -1.83092 0.2 0.2 -0.1
Br -3.09909 -3.04559 -0.96531 -0.4 0.1 -0.3
C -2.22444 -4.25717 0.16176 1.1 -1.2 1.2
C -2.83212 -5.51892 0.33463 0.3 0.2 0.1
C -2.26345 -6.49650 1.16013 0.2 0.5 -0.1
C -1.06738 -6.22783 1.82993 -0.2 0.4 -0.3
C -0.44964 -4.98071 1.67060 -0.1 -0.5 0.1
C -0.99594 -3.98103 0.84700 -1.2 -0.3 -0.4
C -0.30378 -2.64886 0.78740 3.0 -0.4 2.1
O 0.76780 -2.48889 1.46428 -2.8 -0.7 -1.5
O -0.79448 -1.71878 0.06763 -1.2 -0.6 -0.5
H -3.76461 -5.74321 -0.17761 0.2 0.2 0.0
H -2.75389 -7.46411 1.28213 0.1 0.3 -0.1
H -0.62276 -6.98534 2.47460 -0.1 0.2 -0.2
H 0.48263 -4.80043 2.21482 -0.4 0.3 -0.4
```
Positions in Å, forces in eV/Å.

The HOMO-LUMO gap (spin up / spin down) is 0.2597 / 0.2603 Ha. The total charge is 0. As for the spin multiplicity: 3. As for the HOMO energy (spin up / spin down): -0.255 / -0.255 Ha. For the LUMO energy (spin up / spin down), the calculation gives 0.139 / 0.158 eV. Its expectation value of S² is 2.00.

Atomic partial charges in e from the Mulliken method, atoms 1 to 5: number 1, C, carries -1.358; number 2, C, carries 1.099; number 3, N, carries 0.408; number 4, C, carries 0.940; number 5, C, carries -1.070

DFT (ωB97M-V/def2-TZVPD) results for a structure of composition C18H29Cl9CrFO3 in a non-equilibrium geometry.

XYZ file:
```
61
Properties=species:S:1:pos:R:3:forces:R:3
Cr 0.27070 0.02419 0.33257 0.1 0.7 -0.5
Cl 1.44918 -0.87939 -1.50632 -0.9 0.5 1.1
Cl -1.16236 -1.75575 0.97809 0.8 1.0 -0.4
Cl -1.18670 1.65433 -0.88865 0.9 -1.3 0.9
F -2.29725 0.39441 -5.98446 0.3 -0.4 0.0
C -1.20066 -0.38986 -6.13962 0.5 -0.5 0.6
C -0.68541 -0.57024 -7.41289 -0.4 0.3 0.3
C 0.49200 -1.30587 -7.58230 -1.0 0.8 -0.6
C 1.07425 -1.82660 -6.48329 1.2 -1.6 2.4
C 0.54094 -1.75628 -5.17266 -1.3 0.5 -1.9
C -0.63981 -1.02586 -5.01367 0.6 -0.3 -0.1
H -1.25137 -0.13575 -8.22364 0.2 0.1 -0.2
H 0.91080 -1.47010 -8.56415 0.0 0.1 -0.1
H 1.95493 -2.45005 -6.52936 0.2 0.0 -0.5
H 0.91129 -2.40856 -4.39563 0.2 0.4 0.2
H -1.06368 -1.05086 -4.02064 -0.5 0.5 -0.1
C -0.47651 -5.06392 3.29582 -0.1 0.2 1.4
Cl -1.05110 -6.68958 3.01677 -0.3 -0.2 -0.6
Cl -1.45217 -4.31808 4.63429 0.3 0.0 -0.4
H 0.50980 -5.21540 3.73440 0.0 0.5 -0.4
H -0.54444 -4.38300 2.44739 0.1 -0.4 0.0
C -4.02760 0.75615 -2.93878 -0.4 0.5 0.0
Cl -4.91381 1.62763 -4.26622 0.6 -0.3 0.7
Cl -4.66949 -0.90298 -2.80922 0.5 0.4 0.1
H -2.94851 0.80821 -3.08353 -0.2 -0.5 -0.6
H -4.18620 1.28355 -1.99814 -0.5 -0.2 -0.2
C -4.79855 -0.65107 2.33276 0.0 0.0 -0.5
Cl -6.53990 -0.71260 2.54658 -0.5 -0.1 0.4
Cl -4.28873 0.98405 1.90007 0.3 0.2 0.0
H -4.29408 -0.93274 3.25702 -0.1 -0.2 -0.4
H -4.61574 -1.27703 1.45934 0.5 0.0 0.5
C 3.47337 3.38888 0.87545 0.0 -1.2 0.9
C 2.45188 2.72747 0.03527 -1.7 -1.3 0.0
O 1.77527 1.75543 0.42780 1.3 1.3 -0.3
C 2.26307 3.35164 -1.29248 -0.4 -0.8 -0.6
H 3.16138 4.36631 1.24339 0.1 0.1 -0.4
H 4.36135 3.41298 0.24376 0.2 0.4 0.4
H 3.59227 2.72811 1.73414 0.5 0.2 0.1
H 3.17854 3.76206 -1.71860 -0.1 0.1 0.2
H 1.52595 4.13708 -1.12563 -0.1 0.2 -0.3
H 1.84327 2.59983 -1.96081 -0.2 0.2 -0.1
C 0.35147 3.34247 2.97696 -1.2 -0.8 0.6
C -0.39654 1.96200 3.05302 0.3 1.8 0.3
O -0.18369 1.13680 2.20401 -0.4 -1.0 -0.4
C -1.36890 1.72736 4.23699 1.1 0.2 -1.4
H 0.18676 3.83198 3.93683 0.6 0.1 0.0
H -0.11824 4.00976 2.25433 -0.2 -0.3 -0.3
H 1.39592 3.22738 2.68717 -0.1 -0.2 0.3
H -1.53753 0.65085 4.26477 -0.1 0.2 0.4
H -2.30064 2.25548 4.03436 -0.1 -0.1 -0.2
H -0.93752 2.19533 5.12187 0.0 -0.4 0.2
C 3.80061 -1.90118 2.27950 0.1 0.0 1.1
C 2.43336 -1.32786 2.57191 -0.7 -0.5 -1.1
O 1.87327 -0.73367 1.66853 -0.5 0.3 -0.1
C 1.79516 -1.64770 3.90970 0.6 0.3 -0.7
H 3.86822 -2.33709 1.28275 -0.2 0.1 0.1
H 4.00391 -2.61672 3.07622 0.3 -0.3 -0.3
H 4.58088 -1.14633 2.37689 -0.1 0.3 -0.1
H 0.78163 -1.27870 4.06680 0.2 0.1 -0.3
H 2.51474 -1.20791 4.60028 -0.2 -0.2 0.6
H 1.81079 -2.73272 4.01260 0.1 0.0 0.2
```
Positions in Å, forces in eV/Å.

The HOMO-LUMO gap (spin up / spin down) is 0.2619 / 0.3140 Ha. The total charge is 0. As for the spin multiplicity: 4. As for the HOMO energy (spin up / spin down): -0.320 / -0.320 Ha. For the LUMO energy (spin up / spin down), the calculation gives -1.570 / -0.152 eV. Its expectation value of S² is 3.83.

Atomic partial charges in e from the Mulliken method, atoms 1 to 5: number 1, Cr, carries 0.408; number 2, Cl, carries -0.491; number 3, Cl, carries -0.398; number 4, Cl, carries -0.585; number 5, F, carries -0.237

DFT (ωB97M-V/def2-TZVPD) results for a cluster of 4 separate species, C18H29ClFN3O2P2 in total in a non-equilibrium geometry.

XYZ file:
```
56
Properties=species:S:1:pos:R:3:forces:R:3
C 0.52601 -1.91322 1.62593 -0.1 0.0 -0.1
C 1.24575 -1.76720 0.18365 -0.8 -0.1 1.2
C 0.71456 -0.45605 -0.54952 2.3 0.1 0.2
O -0.29029 -0.66259 -1.54918 -0.5 -0.3 1.3
C -1.49704 -1.24482 -1.06918 -0.5 -1.4 0.0
P -2.78877 -0.00722 -0.41254 -0.7 1.6 -0.4
C -2.04968 1.20884 0.82654 0.2 0.6 1.1
C -3.13271 2.00637 1.68380 0.7 0.1 0.1
F -1.32932 2.19358 0.04561 -0.6 -1.1 0.8
P -4.22743 -1.33495 0.61713 1.0 -1.5 0.6
O -3.44676 -1.74515 2.11424 -0.7 0.3 -1.2
Cl -6.00842 -0.28405 1.00451 1.2 -0.1 0.2
H 0.09809 -0.91634 1.98431 0.8 -1.2 -0.5
H 1.25836 -2.28370 2.41717 -1.1 0.3 -1.0
H -0.37937 -2.60598 1.56291 1.3 0.7 0.2
H 1.04611 -2.71760 -0.41516 0.4 1.4 0.6
H 2.36327 -1.70075 0.39586 -1.4 0.1 -0.6
H 0.45450 0.31086 0.24541 -0.1 -0.9 -1.0
H 1.61436 -0.01299 -1.09832 -1.4 -0.5 0.4
H -1.38678 -2.06545 -0.29726 0.5 0.8 -0.9
H -1.99532 -1.73900 -1.97101 0.5 0.8 1.2
H -1.29012 0.76251 1.53906 -0.8 0.4 -1.0
H -4.01937 1.37514 1.98375 0.9 0.8 -0.6
H -2.61517 2.32036 2.64267 -0.6 -0.3 -1.1
H -3.42960 2.95868 1.13523 0.2 -1.5 0.6
H -3.30189 -2.71499 2.11881 -0.5 0.8 0.0
N -0.60923 6.05920 -1.03847 0.1 0.0 -0.1
C -0.31987 4.78908 -1.45985 0.0 -0.1 0.0
C 0.44557 4.88493 -2.59534 -0.1 -0.2 0.1
C 0.63020 6.26377 -2.86722 0.0 0.3 0.1
C -0.03035 6.96520 -1.88802 0.0 0.1 -0.1
H -1.16094 6.29118 -0.22999 0.1 0.0 -0.1
H -0.68240 3.92920 -0.91896 0.1 0.1 -0.1
H 0.83072 4.05353 -3.16572 0.0 0.1 0.0
H 1.18507 6.69498 -3.68692 0.0 0.0 0.1
H -0.13851 8.02620 -1.72352 0.0 -0.1 0.0
N 3.42644 0.83679 -4.47724 0.0 0.0 0.1
C 4.59606 0.91113 -3.76909 0.1 0.0 0.0
C 4.38518 1.73485 -2.69014 0.2 -0.2 -0.1
C 3.03710 2.16902 -2.74718 -0.2 0.0 0.0
C 2.46928 1.59639 -3.85909 0.0 0.0 0.0
H 3.29088 0.30566 -5.32085 0.0 0.1 0.1
H 5.47444 0.37478 -4.09329 -0.1 0.1 0.0
H 5.11923 1.99509 -1.94248 -0.1 0.0 -0.1
H 2.53730 2.82648 -2.05159 0.0 0.0 -0.1
H 1.47064 1.66460 -4.26257 0.1 0.0 0.1
N -0.97615 -5.89065 2.95827 0.1 0.0 0.0
C -0.56449 -4.81936 3.70609 0.0 0.0 0.1
C 0.36120 -5.26916 4.61523 -0.1 0.2 -0.1
C 0.51794 -6.66187 4.40439 -0.1 -0.2 -0.2
C -0.31768 -7.01716 3.37412 0.0 -0.1 0.0
H -1.65604 -5.85610 2.21770 0.1 0.0 0.1
H -0.96537 -3.83346 3.52845 0.1 -0.1 0.1
H 0.86994 -4.66303 5.34954 0.0 0.0 -0.1
H 1.17020 -7.33015 4.94598 -0.1 0.1 -0.1
H -0.50058 -7.97079 2.90363 0.0 0.1 0.1
```
Positions in Å, forces in eV/Å.

Its SMILES is CCCOCP([C@H](C)F)#P(O)Cl.c1cc[nH]c1.c1cc[nH]c1.c1cc[nH]c1. The HOMO-LUMO gap is 0.2911 Ha. The total charge is 0. As for the HOMO energy: -0.292 Ha. For the LUMO energy, the calculation gives -0.033 eV.

Atomic partial charges in e from the Mulliken method, atoms 1 to 5: number 1, C, carries -0.353; number 2, C, carries -0.748; number 3, C, carries 0.247; number 4, O, carries -0.321; number 5, C, carries -0.274

Number 1: energy -68364.282 eV. Number 2: energy -146963.136 eV. Number 3: energy -169122.402 eV. Number 4: energy -61516.920 eV.